Record 1
Entry from the OMol25 dataset: a molecular structure, C5H6CdO3 (the ωB97M-V functional and the def2-TZVPD basis).

Last column: Mulliken spin population.
Cartesian coordinates (Å):
O: 2.444 -0.830 0.178  -0.012
C: 1.556 0.045 0.404  0.048
O: 1.299 0.611 1.459  0.005
O: 0.822 0.300 -0.721  0.015
C: 0.045 1.472 -0.722  0.001
Cd: 2.869 -2.462 1.055  0.944
H: 0.612 2.335 -0.354  0.000
H: -0.250 1.643 -1.763  0.000
C: -1.206 1.331 0.158  -0.002
C: -1.999 0.193 -0.023  0.000
C: -2.723 -0.848 -0.150  0.001
H: -1.803 2.249 0.259  0.000
H: -0.853 1.097 1.205  0.000
H: -2.863 -1.533 0.697  0.000
H: -3.317 -0.987 -1.063  0.000

Output
- Kohn-Sham gap (alpha / beta): 5.35 / 7.72 eV
- Lowest unoccupied orbital energy (alpha / beta): -6.16 / -6.16 eV
- 2S+1: 2
- Charge: +1
- ⟨S²⟩: 0.7514



Record 2
Entry from the OMol25 dataset: a single C18H20N2O5 molecule (the ωB97M-V functional and the def2-TZVPD basis).

Last column: Löwdin charge in e.
Cartesian coordinates (Å):
C: 2.687 -4.594 -0.290  -0.017
C: 1.961 -3.376 -0.837  -0.367
C: 0.506 -3.318 -0.352  -0.100
N: -0.184 -2.181 -0.917  -0.080
C: -0.394 -0.987 -0.269  -0.160
C: -1.427 -0.160 -0.753  0.002
C: -1.741 1.058 -0.204  0.009
C: -1.021 1.532 0.894  -0.210
N: -1.289 2.749 1.519  0.142
C: -2.213 3.696 1.181  -0.402
O: -2.968 3.638 0.231  0.083
C: -2.209 4.843 2.104  -0.185
C: -2.991 5.969 2.094  0.014
C: -2.582 6.743 3.201  -0.046
C: -1.585 6.038 3.804  -0.104
O: -1.349 4.889 3.154  0.041
C: 0.005 0.744 1.389  0.024
C: 0.327 -0.501 0.843  -0.064
C: 1.467 -1.158 1.549  -0.494
O: 1.426 -2.183 2.172  0.118
O: 2.612 -0.438 1.513  0.115
C: -0.142 -2.242 -2.365  -0.105
C: 1.322 -2.334 -2.843  -0.376
C: 1.403 -2.495 -4.354  -0.030
O: 1.978 -3.436 -2.254  -0.075
H: 3.696 -4.631 -0.689  0.083
H: 2.728 -4.530 0.793  0.083
H: 2.162 -5.499 -0.582  0.085
H: 2.485 -2.458 -0.517  0.145
H: 0.451 -3.304 0.732  0.115
H: -0.006 -4.218 -0.717  0.140
H: -2.027 -0.518 -1.574  0.114
H: -2.551 1.645 -0.603  0.104
H: -0.731 2.945 2.340  0.142
H: -3.754 6.196 1.379  0.120
H: -2.974 7.691 3.506  0.104
H: -0.988 6.240 4.672  0.124
H: 0.563 1.088 2.252  0.131
H: 2.512 0.375 1.000  0.119
H: -0.600 -1.360 -2.809  0.119
H: -0.681 -3.136 -2.697  0.138
H: 1.838 -1.403 -2.535  0.156
H: 2.442 -2.577 -4.657  0.082
H: 0.950 -1.641 -4.850  0.081
H: 0.885 -3.402 -4.653  0.084

Output
- Kohn-Sham gap: 7.94 eV
- Lowest unoccupied orbital energy: 0.42 eV
- Charge: 0
- SMILES: C[C@@H]1CN(c2ccc(NC(=O)c3ccco3)cc2C(=O)O)C[C@H](C)O1



Record 3
Entry from the OMol25 dataset: a molecular structure, C44H59BrGeHfN2OSb (the ωB97M-V functional and the def2-TZVPD basis).

Last column: Löwdin charge in e.
Cartesian coordinates (Å):
Hf: 13.655 12.662 12.291  1.195
C: 11.361 12.374 11.449  -0.112
N: 12.235 13.370 10.706  -0.343
C: 11.567 14.704 10.821  -0.069
C: 12.389 12.933 9.286  -0.163
C: 12.701 14.035 8.266  -0.254
C: 11.647 14.383 7.362  -0.018
C: 11.864 15.233 6.252  -0.009
C: 13.200 15.625 6.012  -0.040
C: 14.172 15.366 6.953  -0.095
C: 13.972 14.601 8.137  -0.221
H: 10.797 12.795 12.290  0.084
H: 11.994 11.577 11.923  0.011
H: 10.741 11.849 10.676  0.155
H: 10.526 14.640 10.469  0.127
H: 12.082 15.453 10.216  0.108
H: 11.589 14.977 11.844  0.016
H: 11.488 12.466 8.850  0.132
H: 13.065 12.074 9.377  0.065
H: 10.665 14.002 7.592  0.108
H: 11.039 15.452 5.582  0.121
H: 13.560 16.257 5.184  0.133
H: 15.156 15.739 6.678  0.096
C: 17.578 12.281 14.793  -0.106
C: 18.099 13.143 13.596  -0.113
C: 17.019 12.917 12.575  -0.157
O: 15.745 12.579 13.309  -0.448
C: 16.061 12.493 14.794  -0.126
H: 18.025 12.519 15.778  0.143
H: 17.797 11.232 14.506  0.134
H: 19.087 12.841 13.215  0.146
H: 18.110 14.142 13.898  0.105
H: 17.191 12.055 11.918  0.127
H: 16.795 13.766 11.913  0.074
H: 15.478 11.642 15.116  0.092
H: 15.657 13.455 15.179  0.118
Br: 14.044 15.126 12.960  0.289
C: 17.645 19.054 8.438  -0.092
C: 17.836 17.692 9.100  -0.250
C: 16.897 16.543 8.605  -0.247
C: 16.496 15.613 9.807  -0.301
Ge: 15.529 14.036 9.203  0.969
C: 16.719 12.918 8.065  -0.286
C: 18.204 12.732 8.466  -0.280
C: 19.180 12.841 7.286  -0.258
C: 20.667 12.514 7.484  -0.084
H: 16.857 18.981 7.697  0.063
H: 18.585 19.384 7.927  0.096
H: 17.342 19.742 9.210  0.068
H: 17.680 17.810 10.200  0.107
H: 18.889 17.326 8.984  0.120
H: 17.409 15.951 7.879  0.085
H: 16.021 16.930 8.071  0.083
H: 15.889 16.116 10.571  0.048
H: 17.450 15.281 10.247  0.062
H: 14.838 13.183 10.320  -0.072
H: 16.664 13.459 7.107  0.071
H: 16.274 11.923 7.735  0.084
H: 18.299 11.744 8.926  0.105
H: 18.398 13.443 9.276  0.081
H: 19.018 13.789 6.746  0.115
H: 18.814 12.052 6.651  0.103
H: 21.128 13.071 8.327  0.089
H: 21.167 12.591 6.548  0.069
H: 20.767 11.481 7.738  0.063
C: 7.471 12.274 15.364  -0.041
C: 8.299 12.803 16.384  -0.023
C: 9.695 12.611 16.337  -0.103
C: 10.199 11.997 15.196  -0.370
C: 9.405 11.421 14.220  -0.158
C: 8.010 11.503 14.336  -0.053
Sb: 12.349 12.136 14.928  1.492
C: 12.909 13.389 16.580  -0.404
C: 13.848 13.005 17.591  -0.132
C: 14.169 13.907 18.618  -0.046
C: 13.526 15.155 18.686  -0.034
C: 12.539 15.451 17.747  -0.056
C: 12.321 14.613 16.658  -0.189
C: 12.518 10.203 16.110  -0.311
C: 12.628 10.191 17.482  -0.137
C: 12.652 9.012 18.225  -0.030
C: 12.602 7.767 17.560  -0.039
C: 12.510 7.786 16.188  -0.066
C: 12.432 8.993 15.480  -0.158
H: 6.447 12.549 15.431  0.108
H: 7.866 13.364 17.198  0.117
H: 10.333 13.031 17.125  0.103
H: 9.817 10.871 13.411  0.075
H: 7.314 10.946 13.655  0.136
H: 14.337 12.038 17.500  0.089
H: 14.917 13.603 19.343  0.119
H: 13.947 15.855 19.444  0.137
H: 11.930 16.365 17.795  0.127
H: 11.563 14.976 15.919  0.123
H: 12.533 11.106 18.125  0.115
H: 12.682 9.043 19.310  0.122
H: 12.723 6.847 18.122  0.123
H: 12.558 6.835 15.644  0.119
H: 12.304 8.916 14.432  0.051
C: 13.195 8.603 10.432  0.020
C: 13.455 8.697 11.839  0.003
C: 14.042 9.851 12.325  -0.144
N: 14.428 10.844 11.452  -0.136
C: 14.522 10.583 10.116  -0.097
C: 13.733 9.555 9.590  -0.014
H: 12.452 7.893 10.061  0.142
H: 13.126 7.801 12.513  0.168
H: 14.202 10.049 13.392  0.098
H: 15.045 11.217 9.374  0.093
H: 13.612 9.539 8.490  0.152

Output
- Kohn-Sham gap: 6.10 eV
- Lowest unoccupied orbital energy: -9.76 eV
- Charge: +3



Record 4
Entry from the OMol25 dataset: a single C19H28N4O4 molecule (the ωB97M-V functional and the def2-TZVPD basis).

Last column: Löwdin charge in e.
Cartesian coordinates (Å):
C: -1.664 1.230 7.620  -0.112
O: -1.129 1.687 6.404  -0.212
C: 0.280 1.702 6.349  -0.207
C: 0.945 0.335 6.130  -0.178
N: 0.947 -0.043 4.730  -0.172
C: -0.381 -0.361 4.236  -0.167
C: -0.325 -0.607 2.733  -0.172
N: 0.573 -1.717 2.471  -0.157
C: 0.552 -2.182 1.098  -0.104
C: 1.066 -1.167 0.134  -0.326
N: 0.419 -0.170 -0.388  0.211
C: 1.381 0.491 -1.100  -0.348
C: 1.099 1.690 -1.926  -0.072
C: 0.427 1.248 -3.204  -0.228
C: 1.046 1.380 -4.433  -0.039
C: 0.398 0.946 -5.573  0.002
C: -0.863 0.360 -5.528  -0.198
O: -1.343 -0.010 -6.751  -0.071
C: -2.619 -0.588 -6.900  -0.079
C: -1.489 0.208 -4.276  -0.177
O: -2.728 -0.387 -4.225  -0.116
C: -3.341 -0.556 -2.972  -0.080
C: -0.831 0.663 -3.142  0.020
N: 2.550 -0.075 -1.008  0.140
O: 2.361 -1.159 -0.203  0.033
C: 1.903 -1.399 2.958  -0.173
C: 1.835 -1.158 4.462  -0.183
H: -2.742 1.360 7.548  0.089
H: -1.281 1.817 8.465  0.089
H: -1.445 0.171 7.800  0.081
H: 0.677 2.149 7.272  0.119
H: 0.531 2.347 5.505  0.130
H: 0.457 -0.427 6.762  0.121
H: 1.987 0.418 6.449  0.122
H: -1.045 0.477 4.447  0.116
H: -0.780 -1.266 4.731  0.132
H: -1.320 -0.869 2.366  0.125
H: 0.002 0.315 2.228  0.121
H: 1.173 -3.079 1.028  0.133
H: -0.480 -2.426 0.836  0.131
H: 2.037 2.197 -2.144  0.120
H: 0.436 2.352 -1.365  0.128
H: 2.028 1.821 -4.507  0.112
H: 0.859 1.046 -6.543  0.120
H: -2.696 -1.544 -6.379  0.093
H: -2.732 -0.749 -7.972  0.093
H: -3.409 0.079 -6.548  0.094
H: -4.283 -1.063 -3.179  0.095
H: -2.735 -1.177 -2.305  0.096
H: -3.546 0.404 -2.489  0.098
H: -1.285 0.552 -2.171  0.098
H: 2.567 -2.241 2.748  0.128
H: 2.315 -0.496 2.479  0.130
H: 2.833 -0.914 4.833  0.121
H: 1.489 -2.083 4.958  0.129

Output
- Kohn-Sham gap: 8.65 eV
- Lowest unoccupied orbital energy: 0.71 eV
- Charge: 0
- SMILES: COCCN1CCN(Cc2nc(Cc3ccc(OC)c(OC)c3)no2)CC1